[1]
# C60H47F9O8V2

C60H47F9O8V2 as an isolated structure at a distorted geometry (the ωB97M-V functional and the def2-TZVPD basis, OMol25).

Results
Energy above the lowest of the compared OMol25 structures with the same formula, charge and spin: 289.5 kJ/mol
E_tot: -5703.21181 Eh
Frontier orbital gap: 6.825 eV
E_LUMO: -0.0761 hartree
HOMO level: -8.9 eV

Geometry as ORCA input:
```
! RIJCOSX wB97M-V def2-TZVPD def2/J DEFGRID3
* xyz 0 1
O -10.366 -3.789 -13.118
V -9.242 -4.916 -13.307
O -9.930 -6.285 -13.788
O -0.741 -5.076 -15.266
V -1.071 -4.259 -13.935
O 0.266 -4.130 -13.061
C -4.815 -5.102 -12.205
C -6.079 -4.842 -12.642
C -6.290 -4.067 -13.986
O -7.480 -3.922 -14.486
C -5.217 -3.538 -14.651
C -3.857 -3.699 -14.189
C -3.646 -4.462 -12.816
O -2.467 -4.558 -12.456
O -2.829 -3.369 -14.786
O -7.110 -5.353 -12.044
H -4.699 -5.849 -11.433
H -5.410 -2.992 -15.563
F -3.615 1.988 -16.313
C -3.930 1.053 -17.237
C -3.801 -0.258 -16.854
C -4.176 -1.246 -17.759
C -4.829 -0.925 -18.973
C -4.963 0.481 -19.242
C -4.500 1.424 -18.391
H -3.421 -0.456 -15.862
H -4.074 -2.269 -17.429
H -5.157 -1.711 -19.638
H -5.508 0.846 -20.100
H -4.742 2.473 -18.486
F -5.830 2.231 -9.949
C -5.712 1.635 -11.143
C -5.466 2.336 -12.309
C -5.282 1.664 -13.492
C -5.374 0.297 -13.563
C -5.605 -0.445 -12.377
C -5.834 0.260 -11.162
H -5.595 3.408 -12.270
H -5.132 2.146 -14.447
H -5.149 -0.237 -14.474
H -5.581 -1.525 -12.384
H -6.082 -0.309 -10.278
F -6.529 -10.913 -9.894
C -5.730 -10.003 -9.376
C -4.761 -10.467 -8.508
C -3.838 -9.561 -7.953
C -4.058 -8.163 -8.144
C -5.050 -7.704 -8.948
C -5.819 -8.613 -9.602
H -4.734 -11.528 -8.312
H -3.079 -9.902 -7.264
H -3.518 -7.370 -7.649
H -5.086 -6.655 -9.203
H -6.652 -8.242 -10.180
F -1.250 -1.817 -12.415
C -1.648 -0.723 -11.824
C -1.555 0.433 -12.616
C -2.018 1.679 -12.037
C -2.387 1.730 -10.739
C -2.372 0.567 -9.931
C -1.989 -0.687 -10.499
H -1.254 0.344 -13.650
H -2.171 2.520 -12.696
H -2.779 2.661 -10.358
H -2.634 0.657 -8.887
H -1.908 -1.564 -9.874
F -10.553 -4.279 -16.069
C -10.439 -5.188 -17.137
C -9.173 -5.348 -17.696
C -9.030 -6.161 -18.838
C -10.115 -6.787 -19.386
C -11.395 -6.606 -18.819
C -11.597 -5.796 -17.673
H -8.377 -4.936 -17.094
H -8.092 -6.320 -19.351
H -9.935 -7.445 -20.223
H -12.223 -7.107 -19.298
H -12.559 -5.555 -17.246
F -8.079 -2.143 -11.350
C -7.909 -2.670 -10.086
C -6.617 -3.089 -9.724
C -6.341 -3.666 -8.484
C -7.336 -3.728 -7.528
C -8.616 -3.315 -7.867
C -8.905 -2.814 -9.164
H -5.785 -2.917 -10.391
H -5.348 -4.022 -8.251
H -7.070 -4.235 -6.612
H -9.421 -3.454 -7.160
H -9.923 -2.491 -9.322
F -0.246 -2.308 -15.047
C 0.814 -1.441 -15.124
C 1.792 -1.356 -14.110
C 2.929 -0.589 -14.301
C 3.126 0.132 -15.495
C 2.195 0.071 -16.492
C 1.045 -0.684 -16.309
H 1.719 -1.911 -13.187
H 3.698 -0.585 -13.543
H 4.024 0.700 -15.686
H 2.219 0.665 -17.394
H 0.294 -0.875 -17.061
F -0.888 -7.066 -13.342
C -0.907 -8.197 -12.541
C -2.010 -8.550 -11.849
C -2.157 -9.711 -11.109
C -1.037 -10.503 -11.063
C 0.144 -10.187 -11.708
C 0.203 -9.001 -12.445
H -2.897 -7.940 -11.938
H -3.099 -9.981 -10.656
H -1.148 -11.425 -10.511
H 0.966 -10.886 -11.670
H 1.025 -8.692 -13.073
F -1.862 -4.538 -5.259
C -1.739 -4.967 -6.537
C -2.552 -4.419 -7.523
C -2.584 -4.870 -8.836
C -1.689 -5.914 -9.173
C -0.899 -6.545 -8.231
C -0.883 -6.025 -6.914
H -3.233 -3.611 -7.298
H -3.113 -4.415 -9.660
H -1.827 -6.254 -10.189
H -0.187 -7.258 -8.619
H -0.361 -6.598 -6.162
*
```

[2]
# C60H48N6O2P3SSiSr

C60H48N6O2P3SSiSr as an isolated structure at a distorted geometry (the ωB97M-V functional and the def2-TZVPD basis, OMol25).

Results
Energy above the lowest of the compared OMol25 structures with the same formula, charge and spin: 625.0 kJ/mol
E_tot: -4536.72620 Eh
Frontier orbital gap: 6.122 eV
E_LUMO: 0.0513 hartree
HOMO level: -4.7 eV

Geometry as ORCA input:
```
! RIJCOSX wB97M-V def2-TZVPD def2/J DEFGRID3
* xyz -1 1
Sr -0.689 0.015 1.356
C 0.021 4.979 5.094
C 1.070 4.072 5.116
C 1.469 3.439 3.954
C 0.834 3.712 2.744
C -0.220 4.626 2.738
C -0.619 5.257 3.899
P 1.140 2.614 1.319
C 2.978 2.684 1.215
C 3.717 3.558 0.428
C 5.101 3.521 0.455
C 5.765 2.610 1.258
C 5.034 1.698 2.002
C 3.653 1.723 1.968
C 0.629 3.744 -0.015
C 0.968 5.096 0.062
C 0.499 5.992 -0.877
C -0.375 5.547 -1.856
C -0.713 4.207 -1.926
C -0.191 3.263 -1.038
Si -0.421 1.351 -1.301
C 0.866 1.231 -2.787
C 0.697 1.979 -3.951
C 1.435 1.757 -5.099
C 2.388 0.755 -5.108
C 2.652 0.074 -3.935
C 1.927 0.318 -2.769
P 2.529 -0.492 -1.197
C 2.681 -2.190 -1.902
C 3.776 -2.792 -2.514
C 3.658 -4.071 -3.040
C 2.458 -4.755 -2.975
C 1.363 -4.159 -2.367
C 1.482 -2.893 -1.825
C 4.244 0.116 -1.335
C 5.303 -0.650 -0.857
C 6.608 -0.237 -1.052
C 6.870 0.948 -1.723
C 5.818 1.750 -2.133
C 4.513 1.345 -1.928
C -2.125 1.527 -2.207
C -2.227 1.306 -3.582
C -3.343 1.646 -4.324
C -4.440 2.222 -3.701
C -4.412 2.355 -2.332
C -3.285 2.006 -1.580
P -3.827 1.932 0.172
C -3.648 3.625 0.820
C -3.349 4.756 0.072
C -3.303 5.994 0.689
C -3.561 6.115 2.044
C -3.873 4.992 2.796
C -3.919 3.758 2.186
C -2.645 1.176 1.289
C -3.002 -0.089 1.682
C -2.459 -0.649 2.799
C -1.586 0.084 3.551
C -1.218 1.334 3.155
C -1.727 1.877 2.022
H -0.305 5.464 6.003
H 1.562 3.827 6.046
H 2.253 2.695 3.976
H -0.749 4.849 1.819
H -1.447 5.952 3.868
H 3.229 4.260 -0.232
H 5.658 4.207 -0.168
H 6.844 2.588 1.281
H 5.537 0.957 2.604
H 3.084 0.967 2.489
H 1.603 5.441 0.870
H 0.795 7.032 -0.832
H -0.772 6.257 -2.570
H -1.403 3.885 -2.694
H -0.042 2.763 -3.972
H 1.261 2.349 -5.986
H 2.944 0.541 -6.010
H 3.459 -0.643 -3.914
H 4.725 -2.279 -2.594
H 4.513 -4.539 -3.507
H 2.367 -5.745 -3.399
H 0.422 -4.683 -2.305
H 0.673 -2.394 -1.291
H 5.076 -1.560 -0.325
H 7.432 -0.844 -0.700
H 7.890 1.246 -1.924
H 6.014 2.689 -2.632
H 3.688 1.974 -2.228
H -1.378 0.857 -4.079
H -3.363 1.479 -5.394
H -5.314 2.517 -4.267
H -5.285 2.735 -1.810
H -3.146 4.659 -0.986
H -3.058 6.875 0.112
H -3.518 7.089 2.513
H -4.079 5.080 3.856
H -4.153 2.873 2.781
H -3.769 -0.614 1.129
H -2.799 -1.620 3.126
H -1.196 -0.305 4.476
H -0.561 1.918 3.778
H -1.480 2.891 1.752
O 3.252 -1.588 1.006
H 3.197 -2.518 1.256
H 2.516 -1.131 1.451
N -3.256 -1.790 -3.997
C -2.909 -1.743 -2.688
N -1.610 -1.862 -2.376
S -4.068 -1.646 -1.518
H -2.562 -1.600 -4.700
H -4.216 -1.589 -4.219
H -0.886 -1.776 -3.072
H -1.325 -1.765 -1.401
O 1.625 0.310 5.056
C 1.421 -0.042 3.945
N 1.219 -0.364 2.825
N 0.061 -2.486 1.031
C 0.568 -3.543 1.050
C 1.217 -4.741 1.002
C 0.557 -5.957 0.807
N 0.058 -6.981 0.648
C 2.610 -4.813 1.077
N 3.755 -4.923 1.138
*
```

[3]
# C60H50Cl2NOP3SiV

C60H50Cl2NOP3SiV as an isolated structure at a distorted geometry (the ωB97M-V functional and the def2-TZVPD basis, OMol25).

Results
Energy above the lowest of the compared OMol25 structures with the same formula, charge and spin: 161.8 kJ/mol
E_tot: -5624.42707 Eh
Frontier orbital gap (spin up / spin down): 7.087 / 6.965 eV
E_LUMO (spin up / spin down): 0.0088 / 0.0012 hartree
HOMO level (spin up / spin down): -6.8 / -6.9 eV

Geometry as ORCA input:
```
! RIJCOSX wB97M-V def2-TZVPD def2/J DEFGRID3
* xyz 0 4
V 0.317 -0.015 -1.137
C -0.281 -4.304 5.932
C -0.855 -5.139 4.986
C -1.133 -4.671 3.705
C -0.842 -3.355 3.351
C -0.236 -2.534 4.307
C 0.032 -2.994 5.586
P -1.131 -2.584 1.679
C -2.039 -3.932 0.832
C -3.376 -3.901 0.452
C -3.920 -4.952 -0.279
C -3.135 -6.031 -0.653
C -1.789 -6.055 -0.309
C -1.246 -5.007 0.418
C -2.400 -1.379 2.225
C -3.502 -1.824 2.962
C -4.426 -0.930 3.472
C -4.232 0.430 3.283
C -3.125 0.882 2.586
C -2.182 0.007 2.025
Si -0.713 0.719 0.982
C -1.191 2.581 0.747
C -1.217 3.590 1.713
C -1.499 4.905 1.369
C -1.774 5.241 0.047
C -1.750 4.263 -0.936
C -1.445 2.950 -0.587
P -1.301 1.571 -1.771
C -3.045 0.990 -1.841
C -3.453 0.160 -2.890
C -4.729 -0.374 -2.911
C -5.619 -0.097 -1.878
C -5.228 0.731 -0.840
C -3.948 1.276 -0.824
C -1.124 2.446 -3.385
C 0.179 2.803 -3.742
C 0.442 3.433 -4.950
C -0.602 3.711 -5.823
C -1.901 3.372 -5.474
C -2.164 2.747 -4.260
C 0.731 1.023 2.221
C 0.560 1.159 3.606
C 1.603 1.558 4.428
C 2.834 1.886 3.872
C 3.024 1.777 2.503
C 1.997 1.307 1.681
P 2.229 1.118 -0.143
C 3.849 0.268 -0.364
C 4.313 0.196 -1.679
C 5.503 -0.447 -1.984
C 6.250 -1.032 -0.971
C 5.799 -0.964 0.340
C 4.606 -0.321 0.643
C 2.790 2.850 -0.492
C 1.810 3.828 -0.660
C 2.149 5.168 -0.775
C 3.483 5.550 -0.740
C 4.469 4.584 -0.599
C 4.129 3.243 -0.473
H -0.075 -4.670 6.931
H -1.085 -6.167 5.243
H -1.587 -5.338 2.984
H 0.018 -1.512 4.045
H 0.494 -2.335 6.312
H -3.992 -3.047 0.701
H -4.966 -4.917 -0.562
H -3.567 -6.848 -1.219
H -1.164 -6.884 -0.619
H -0.190 -5.008 0.670
H -3.619 -2.883 3.161
H -5.283 -1.288 4.031
H -4.947 1.138 3.686
H -2.986 1.953 2.475
H -0.997 3.345 2.748
H -1.501 5.675 2.132
H -1.996 6.269 -0.214
H -1.951 4.525 -1.969
H -2.756 -0.078 -3.683
H -5.028 -1.026 -3.723
H -6.613 -0.528 -1.887
H -5.915 0.951 -0.030
H -3.658 1.922 -0.008
H 0.990 2.585 -3.053
H 1.459 3.694 -5.216
H -0.402 4.190 -6.774
H -2.716 3.591 -6.153
H -3.183 2.496 -3.997
H -0.417 0.954 4.037
H 1.452 1.642 5.499
H 3.643 2.233 4.504
H 3.974 2.076 2.074
H 3.737 0.667 -2.468
H 5.847 -0.495 -3.010
H 7.181 -1.535 -1.198
H 6.380 -1.417 1.135
H 4.267 -0.278 1.667
H 0.773 3.532 -0.688
H 1.367 5.910 -0.887
H 3.756 6.595 -0.822
H 5.513 4.873 -0.581
H 4.914 2.506 -0.360
Cl -1.201 -1.607 -1.641
C 2.748 -2.933 1.539
O 2.038 -1.823 1.002
H 2.065 -3.706 1.903
H 3.405 -2.634 2.361
H 3.361 -3.348 0.738
H 1.503 -1.425 1.699
Cl 1.378 -1.153 -6.530
C 1.634 -1.531 -4.861
C 2.162 -2.752 -4.486
C 2.343 -2.981 -3.133
C 1.986 -2.005 -2.227
N 1.452 -0.830 -2.595
C 1.291 -0.597 -3.902
H 2.409 -3.499 -5.228
H 2.748 -3.921 -2.786
H 2.102 -2.158 -1.159
H 0.863 0.353 -4.193
*
```